[1]
{"formula": "C32H44BN4O4", "method": "ωB97M-V/def2-TZVPD", "total_charge": 1, "energy_ev": -48715.9561, "multiplicity": 1, "orbital_gap_ha": 0.1935, "symbols": ["C", "N", "C", "C", "C", "C", "N", "B", "H", "C", "C", "H", "H", "H", "H", "H", "H", "H", "H", "H", "H", "H", "H", "C", "O", "C", "C", "C", "C", "C", "C", "O", "N", "C", "C", "C", "C", "N", "C", "C", "C", "C", "C", "C", "C", "C", "C", "C", "C", "O", "C", "C", "O", "C", "H", "H", "H", "H", "H", "H", "H", "H", "H", "H", "H", "H", "H", "H", "H", "H", "H", "H", "H", "H", "H", "H", "H", "H", "H", "H", "H", "H", "H", "H", "H"], "positions_angstrom": [[1.308550, -8.500798, 13.896099], [1.200225, -7.054369, 14.095979], [2.389485, -6.356424, 14.587915], [-0.016669, -6.345296, 13.800599], [-1.001433, -6.173198, 14.775841], [-2.152494, -5.497662, 14.473199], [-2.344075, -4.995627, 13.234760], [-3.623300, -4.262942, 12.952545], [-3.658422, -3.882550, 11.839046], [-1.411807, -5.143322, 12.269322], [-0.246237, -5.810854, 12.530920], [0.366509, -8.898974, 13.522551], [2.091588, -8.722433, 13.173597], [1.545718, -8.992748, 14.837361], [2.184312, -5.291782, 14.687527], [2.678196, -6.748210, 15.561277], [3.216567, -6.488413, 13.893139], [-0.843648, -6.574474, 15.760728], [-2.922407, -5.353268, 15.210127], [-4.544383, -4.975140, 13.130312], [-3.720451, -3.330847, 13.665918], [-1.604324, -4.727231, 11.296783], [0.501404, -5.928634, 11.767840], [5.111913, 0.003801, 7.559268], [5.168271, -1.380610, 7.794374], [3.922650, -2.001841, 7.955015], [2.693852, -1.350742, 7.935642], [1.499883, -2.044355, 8.050901], [0.190797, -1.319548, 7.936336], [-0.341253, -1.255536, 6.503884], [0.607438, -0.497818, 5.590166], [1.752982, -0.783330, 5.318410], [-0.076449, 0.599748, 5.123145], [0.571833, 1.565798, 4.252075], [-1.498203, 0.674134, 5.558968], [-1.694766, 1.948428, 6.372240], [-2.385131, 0.581643, 4.321310], [-1.659831, -0.546638, 6.426405], [-2.805373, -0.942653, 7.056188], [-3.992188, -0.245103, 6.986343], [-5.170646, -0.590096, 7.614186], [-6.363875, 0.175824, 7.504619], [-7.523006, -0.224993, 8.192686], [-8.683599, 0.502989, 8.094978], [-8.730217, 1.646284, 7.314464], [-7.603129, 2.062320, 6.627990], [-6.437746, 1.344067, 6.718275], [1.532892, -3.421342, 8.194561], [2.737526, -4.118294, 8.228358], [2.865481, -5.510107, 8.334200], [1.659014, -6.207184, 8.516579], [3.940535, -3.396496, 8.127069], [5.174270, -4.075037, 8.200088], [5.601336, -4.509534, 6.937640], [6.130558, 0.374323, 7.439956], [4.550849, 0.201449, 6.645480], [4.652105, 0.502332, 8.411998], [2.657450, -0.288977, 7.781917], [-0.555427, -1.787983, 8.584456], [0.299702, -0.299618, 8.317373], [-0.469836, -2.269336, 6.104390], [1.607992, 1.272380, 4.085343], [0.061374, 1.607057, 3.291057], [0.558932, 2.553197, 4.712136], [-0.969084, 1.982444, 7.184637], [-1.556644, 2.829595, 5.748222], [-2.685000, 2.004208, 6.812962], [-2.123993, -0.305770, 3.745548], [-3.438734, 0.513201, 4.570250], [-2.251474, 1.454047, 3.685536], [-2.766876, -1.849902, 7.631491], [-4.002988, 0.650568, 6.401526], [-5.184095, -1.475635, 8.222436], [-7.488396, -1.112754, 8.799202], [-9.563886, 0.181798, 8.629162], [-9.643995, 2.214116, 7.240510], [-7.635732, 2.951316, 6.018757], [-5.581658, 1.690960, 6.171386], [0.604253, -3.954431, 8.272378], [1.891389, -7.262912, 8.661514], [1.147340, -5.832266, 9.401995], [1.030684, -6.098824, 7.632735], [6.559393, -5.020213, 7.047313], [4.862550, -5.199675, 6.526490], [5.718650, -3.646649, 6.279353]], "forces_ev_per_a": [[-0.255, 0.910, 0.074], [-0.584, 0.333, -0.137], [-0.828, -0.273, -0.318], [0.950, -0.541, 0.164], [0.552, -0.214, -0.195], [0.472, 0.039, -0.840], [1.212, -0.620, 0.062], [-1.608, 0.912, -0.342], [0.260, 0.189, -0.968], [-0.243, -0.207, 1.021], [0.438, -0.378, 0.509], [0.002, 0.016, 0.010], [0.152, -0.157, -0.130], [0.057, -0.198, 0.125], [-0.010, -0.015, -0.002], [0.149, -0.009, 0.187], [0.242, 0.031, -0.068], [0.007, -0.073, 0.199], [-0.304, 0.198, -0.151], [-0.520, -0.654, 0.225], [0.105, 0.600, 0.644], [-0.372, 0.168, 0.033], [0.162, -0.026, -0.167], [0.030, 0.279, -0.053], [-1.480, -1.212, 0.291], [1.025, -0.229, -0.023], [0.191, 0.323, 0.083], [0.651, -0.224, -0.040], [-0.081, 0.252, 0.497], [-0.506, -0.944, 0.282], [-0.411, 0.815, -0.628], [-0.698, -0.025, 0.170], [-0.091, -1.046, 0.816], [-0.436, 0.186, 0.015], [0.458, 0.440, -0.453], [-0.044, -0.014, 0.185], [-0.106, -0.162, -0.020], [-0.727, -0.487, 0.608], [2.968, 0.709, -1.415], [-1.442, 0.532, 0.125], [1.357, 0.108, -0.503], [-0.775, 0.482, -0.065], [0.554, -0.082, -0.150], [-0.383, 0.042, 0.106], [-0.126, -0.095, 0.117], [0.096, 0.184, -0.161], [0.071, -0.309, 0.179], [-0.172, -0.418, 0.037], [0.838, -0.670, -0.021], [0.144, 1.712, -0.040], [-0.048, -0.143, -0.028], [1.195, -0.704, 0.016], [-1.589, 1.000, 0.830], [0.080, -0.143, -0.658], [-0.069, -0.224, 0.046], [-0.073, 0.199, -0.048], [-0.055, 0.244, -0.001], [0.025, 0.256, 0.005], [-0.023, -0.110, -0.111], [0.027, 0.039, -0.098], [0.075, 0.108, 0.098], [-0.182, -0.182, 0.164], [0.046, 0.070, -0.082], [0.030, 0.073, -0.053], [0.030, -0.002, -0.013], [0.017, -0.046, -0.074], [-0.051, 0.096, -0.001], [0.042, -0.011, -0.002], [-0.075, 0.057, -0.044], [0.069, 0.064, 0.045], [0.334, -0.338, 0.145], [-0.004, 0.098, -0.060], [-0.112, -0.367, 0.276], [-0.013, -0.223, 0.167], [-0.075, -0.036, 0.054], [-0.115, 0.048, 0.006], [-0.020, 0.099, -0.060], [0.197, 0.111, -0.148], [-0.286, -0.199, 0.030], [0.132, 0.170, -0.051], [-0.248, -0.038, 0.072], [-0.248, -0.065, 0.000], [-0.127, 0.087, 0.107], [0.086, -0.090, -0.210], [0.089, -0.076, -0.193]], "lowdin_charge": [-0.063, -0.234, -0.063, -0.209, 0.041, -0.021, -0.053, -0.415, -0.002, -0.028, 0.033, 0.088, 0.077, 0.079, 0.088, 0.079, 0.078, 0.126, 0.138, 0.018, 0.017, 0.117, 0.106, -0.083, -0.062, -0.145, 0.007, -0.225, -0.079, -0.128, -0.390, 0.114, -0.026, 0.003, -0.434, 0.016, 0.014, 0.073, 0.039, -0.069, 0.059, -0.206, -0.001, -0.049, -0.035, -0.053, -0.007, 0.016, -0.153, -0.067, -0.085, -0.116, -0.079, -0.078, 0.100, 0.094, 0.094, 0.106, 0.119, 0.134, 0.176, 0.101, 0.093, 0.093, 0.102, 0.096, 0.075, 0.108, 0.072, 0.095, 0.150, 0.057, 0.133, 0.122, 0.117, 0.118, 0.116, 0.103, 0.102, 0.101, 0.073, 0.096, 0.099, 0.090, 0.093]}

***

[2]
{"formula": "C4H8N2O", "method": "ωB97M-V/def2-TZVPD", "energy_ev": -9301.5590, "multiplicity": 1, "de_lowest_kj_mol": 466.4, "smiles": "C1CN2N[C@H]2CO1", "orbital_gap_ha": 0.3587, "symbols": ["C", "C", "N", "N", "C", "C", "O", "H", "H", "H", "H", "H", "H", "H", "H"], "positions_angstrom": [[1.112287, 0.614497, 0.016230], [-0.231584, 1.370404, -0.256730], [-1.424281, 0.632280, 0.254981], [-2.109300, -0.276191, -0.618495], [-1.235978, -0.724311, 0.393613], [0.191443, -1.537327, -0.005620], [1.060947, -0.631293, -0.622302], [1.941992, 1.092395, -0.541474], [1.406685, 0.504433, 1.155135], [-0.156686, 2.276294, 0.312170], [-0.265069, 1.511832, -1.324379], [-1.717619, -0.297426, -1.655784], [-1.632655, -1.142443, 1.250431], [0.715190, -1.780705, 0.975396], [0.126949, -2.520648, -0.632308]], "forces_ev_per_a": [[0.149, 0.190, 0.542], [1.167, -1.366, 1.086], [1.456, 2.875, 0.089], [-0.928, -0.212, -3.501], [3.481, -3.803, -1.754], [-0.831, 0.623, 1.495], [0.067, -0.779, -0.932], [-0.439, 0.293, 0.725], [-0.734, 0.256, -1.980], [-0.332, 0.812, -0.135], [-0.296, 0.344, -0.354], [-0.278, -0.065, 2.869], [-1.125, -1.059, 1.562], [-1.012, -0.167, -0.727], [-0.345, 2.058, 1.014]], "lowdin_charge": [-0.206, -0.124, -0.081, 0.039, -0.316, -0.119, -0.199, 0.126, 0.157, 0.099, 0.109, 0.156, 0.100, 0.114, 0.145]}

***

[3]
{"formula": "C2H6OS4", "method": "ωB97M-V/def2-TZVPD", "energy_ev": -47557.8857, "multiplicity": 1, "de_lowest_kj_mol": 6.8, "smiles": "SC(S)OC(S)S", "orbital_gap_ha": 0.3575, "symbols": ["S", "C", "S", "O", "C", "S", "S", "H", "H", "H", "H", "H", "H"], "positions_angstrom": [[-1.803427, -0.966050, -1.099487], [-1.188721, 0.156005, 0.382698], [-2.436981, 1.284188, 0.804119], [0.041026, 0.682937, 0.093119], [1.223483, -0.122918, -0.160580], [2.539300, 0.969232, -0.832937], [1.940990, -0.869723, 1.458697], [-2.484285, 0.074595, -1.647890], [-1.119696, -0.541055, 1.246267], [-2.316701, 2.088489, -0.414296], [0.813371, -0.967977, -0.766185], [3.473136, 0.169149, -0.489136], [1.318500, -1.956870, 1.425605]], "forces_ev_per_a": [[0.127, 0.953, 0.731], [0.439, -3.148, -0.857], [-0.144, 2.435, -1.547], [1.831, 1.592, -0.302], [-1.596, -0.912, 1.490], [-2.410, 0.763, -0.482], [0.829, 3.032, -0.968], [0.289, -0.516, 0.077], [-0.122, 0.189, -0.431], [-0.223, -1.270, 1.965], [1.069, 0.599, 0.014], [1.407, -1.186, 0.485], [-1.496, -2.531, -0.175]], "lowdin_charge": [0.645, -1.087, 0.739, -0.356, -0.913, 0.754, 0.716, -0.159, 0.068, -0.033, 0.049, -0.200, -0.222]}